Below is a structure of composition C57H65BrN7OPPtSb2, with properties calculated with the ωB97M-V functional and the def2-TZVPD basis.

Each line ends with the Mulliken charge.
Positions of all 135 atoms, in Å:
Pt: 0.2284 -0.6861 -0.1281  3.03
Br: 5.5380 -2.4627 5.9742  -0.20
C: 3.9827 -3.5394 5.8538  0.08
C: 3.6947 -4.1856 4.6620  -0.59
C: 2.5448 -4.9510 4.5608  -0.07
C: 1.6917 -5.0672 5.6549  0.13
C: 2.0266 -4.4645 6.8597  -0.25
C: 3.1634 -3.6782 6.9604  -0.50
N: 0.5220 -5.9025 5.6648  -0.50
N: -0.3019 -5.8928 4.7413  -0.53
C: -0.1996 -4.9615 3.6591  0.03
C: -0.2170 -5.4886 2.3925  -0.67
C: 0.0338 -4.6985 1.2718  -0.47
C: 0.2420 -3.3280 1.3770  0.09
O: 0.5588 -2.6586 0.3040  -0.48
C: 0.1018 -2.7278 2.6905  -0.28
N: 0.2220 -1.3747 2.7999  0.26
C: 0.2259 -0.8449 3.9948  0.25
C: 0.0023 -1.5747 5.1774  -1.73
C: -0.1871 -2.9199 5.0870  -0.72
C: -0.0920 -3.5575 3.8295  0.87
H: 4.3588 -4.0842 3.8149  0.47
H: 2.3095 -5.4420 3.6267  0.47
H: 1.3798 -4.6109 7.7155  0.44
H: 3.4155 -3.1885 7.8906  0.43
H: -0.3667 -6.5565 2.2815  0.43
H: 0.0754 -5.1511 0.2905  0.52
H: 0.3631 0.2254 4.0556  0.16
H: -0.0371 -1.0661 6.1318  0.49
H: -0.4037 -3.5050 5.9708  0.70
C: -1.2816 0.8039 -3.7446  0.38
C: -2.2901 -0.2065 -4.3145  -0.98
C: -2.7903 -1.2881 -3.3463  -1.43
Sb: -1.3811 -1.9588 -1.8600  -0.45
C: -2.4518 -3.6709 -1.1864  0.84
C: -3.4058 -3.5054 -0.1860  -0.36
C: -4.0999 -4.5959 0.3198  -0.72
C: -3.8393 -5.8678 -0.1695  -0.56
C: -2.8892 -6.0442 -1.1653  -0.77
C: -2.1986 -4.9509 -1.6722  -0.63
C: -0.0053 -2.9131 -3.1694  0.86
C: -0.3745 -3.2264 -4.4767  -0.54
C: 0.5210 -3.8450 -5.3384  -0.80
C: 1.7984 -4.1582 -4.8974  -0.68
C: 2.1736 -3.8533 -3.5960  -0.70
C: 1.2802 -3.2317 -2.7336  -0.17
Sb: 0.8329 0.4597 -4.2350  1.13
C: 1.9144 0.4092 -2.3936  -0.45
C: 2.9631 -0.4347 -2.4469  -0.68
C: 3.7439 -0.8221 -1.2845  -1.29
C: 3.2563 -0.5375 -0.0656  -0.37
C: 2.0620 0.2824 0.0889  -0.26
C: 1.6503 1.1709 -1.1001  0.31
C: 1.2435 2.5386 -4.6485  -0.23
C: 2.3490 3.1715 -4.0845  -0.23
C: 2.6141 4.5103 -4.3433  -0.72
C: 1.7740 5.2403 -5.1737  -0.52
C: 0.6815 4.6165 -5.7614  -0.50
C: 0.4276 3.2744 -5.5059  -0.28
H: -1.4146 0.9503 -2.6716  -0.17
H: -1.4401 1.7734 -4.2209  0.34
H: -1.8793 -0.6822 -5.2095  0.28
H: -3.1657 0.3531 -4.6582  0.41
H: -3.1580 -2.1668 -3.8770  0.76
H: -3.6281 -0.9143 -2.7506  0.56
H: -3.5960 -2.5193 0.2273  0.43
H: -4.8323 -4.4554 1.1048  0.42
H: -4.3711 -6.7218 0.2299  0.39
H: -2.6802 -7.0366 -1.5452  0.40
H: -1.4489 -5.1006 -2.4409  0.43
H: -1.3670 -2.9859 -4.8387  0.40
H: 0.2224 -4.0764 -6.3531  0.42
H: 2.5005 -4.6382 -5.5675  0.38
H: 3.1700 -4.0964 -3.2473  0.44
H: 1.5816 -2.9925 -1.7211  0.36
H: 3.1858 -0.9510 -3.3765  0.54
H: 4.6138 -1.4526 -1.4153  0.39
H: 3.7203 -0.9445 0.8266  0.49
H: 2.0350 0.8297 1.0215  -1.01
H: 2.1491 2.1569 -1.1392  0.59
H: 3.0106 2.6126 -3.4305  0.45
H: 3.4774 4.9855 -3.8933  0.44
H: 1.9765 6.2850 -5.3727  0.40
H: 0.0308 5.1728 -6.4253  0.43
H: -0.4292 2.8068 -5.9819  0.45
N: 0.1794 1.2694 -0.8150  0.35
P: -0.2705 2.5336 0.0826  -2.04
N: 0.7314 3.1162 1.2683  1.24
C: 1.7800 4.1021 0.9823  -0.87
C: 3.1367 3.6512 1.5043  -0.49
C: 3.0603 3.4018 3.0062  -1.27
C: 1.9714 2.3764 3.3013  -0.44
C: 0.6336 2.7857 2.6907  -0.49
N: -1.6743 2.1262 0.8480  0.78
C: -2.3443 3.0363 1.7815  -0.70
C: -2.8986 2.2297 2.9659  -1.16
C: -3.2364 0.8008 2.5245  -0.07
C: -3.7638 0.8364 1.0956  -1.32
C: -2.6492 1.2816 0.1393  0.97
N: -0.3937 3.8400 -0.9182  0.27
C: -0.7185 5.1736 -0.4125  -0.79
C: -2.1022 5.6281 -0.8688  -0.51
C: -2.2461 5.5321 -2.3860  -1.28
C: -1.8707 4.1340 -2.8679  -0.65
C: -0.4791 3.7710 -2.3741  0.65
H: 1.5117 5.0498 1.4727  0.64
H: 1.8167 4.2897 -0.0887  0.35
H: 3.8771 4.4193 1.2706  0.46
H: 3.4399 2.7367 0.9874  0.06
H: 2.8297 4.3435 3.5176  0.37
H: 4.0198 3.0558 3.3933  0.49
H: 1.8363 2.2516 4.3787  0.61
H: 2.2718 1.4040 2.9072  0.12
H: 0.2624 3.6710 3.2294  0.40
H: -0.1001 1.9939 2.8128  -0.27
H: -3.1597 3.5511 1.2596  0.61
H: -1.6555 3.8067 2.1215  0.32
H: -3.7948 2.7316 3.3398  0.42
H: -2.1810 2.2145 3.7885  0.39
H: -3.9676 0.3582 3.2020  0.55
H: -2.3427 0.1704 2.5591  -0.30
H: -4.6203 1.5144 1.0383  0.40
H: -4.1205 -0.1455 0.7797  0.56
H: -3.0713 1.8216 -0.7205  -0.31
H: -2.1218 0.4098 -0.2384  -0.90
H: 0.0365 5.8748 -0.7917  0.60
H: -0.6503 5.1865 0.6751  0.39
H: -2.2682 6.6531 -0.5281  0.44
H: -2.8616 5.0027 -0.3889  0.02
H: -1.5779 6.2605 -2.8593  0.32
H: -3.2619 5.7926 -2.6890  0.50
H: -1.8923 4.0795 -3.9587  0.41
H: -2.5900 3.3982 -2.4899  0.14
H: 0.2482 4.4809 -2.7877  0.67
H: -0.1760 2.7819 -2.6893  -1.10

Maximum force, Eh/bohr: 0.01117
2S+1: 1
LUMO level, Eh: 0.0153
DFT total energy, eV: -168293.831
HOMO energy, eV: -6.64
Energy relative to the best compared isomer or geometry (same formula, charge and spin), kcal/mol: 0.0